(1)
Entry from the Open Molecules 2025 dataset: a molecular structure, C43H30F15N6O4PRbS2 (ωB97M-V/def2-TZVPD).

```
102
Properties=species:S:1:pos:R:3:forces:R:3:lowdin_charge:R:1
Rb -2.208 -1.406 -0.747 -0.361 -0.195 -0.286 0.91
C -7.773 -3.051 3.161 0.101 -0.713 0.129 -0.09
C -6.902 -2.217 2.318 1.157 2.231 -0.192 -0.33
C -6.638 -0.864 2.728 0.154 -0.386 -1.224 -0.07
C -5.870 0.005 1.932 -0.906 -2.036 -0.782 -0.01
C -5.390 -0.459 0.600 -0.719 -0.511 1.703 -0.25
N -4.373 0.164 0.053 1.111 0.524 -0.679 -0.07
C -3.961 1.478 0.178 -0.401 -0.337 -0.066 -0.25
C -4.709 2.433 -0.579 -0.098 -0.003 0.487 -0.01
C -4.244 3.724 -0.781 0.466 -0.816 0.792 -0.05
C -3.054 4.144 -0.148 0.278 0.162 -0.273 -0.30
C -2.486 5.505 -0.455 0.731 -0.001 -0.159 -0.08
C -2.325 3.282 0.666 -0.411 -0.804 -0.517 0.00
C -2.765 1.939 0.827 -0.708 0.502 -0.425 -0.13
N -1.998 1.176 1.752 1.295 -1.506 3.118 -0.08
C -1.406 1.702 2.905 -0.210 -0.177 -1.207 -0.08
C -0.617 0.715 3.478 0.313 1.106 0.678 -0.11
C -0.774 -0.422 2.680 -1.117 0.055 -0.858 -0.16
N -1.695 -0.172 1.713 1.206 0.636 -0.514 -0.03
C -5.935 -1.757 0.103 0.932 1.373 2.856 -0.15
C -6.473 -2.622 1.062 -0.337 0.124 0.211 -0.02
N -5.756 -2.269 -1.175 1.099 -1.572 -3.041 -0.12
C -6.128 -3.540 -1.672 -0.179 1.929 -0.130 -0.04
C -6.133 -3.438 -3.065 0.622 0.648 0.592 -0.09
C -5.611 -2.161 -3.360 0.079 1.139 2.734 -0.13
N -5.328 -1.461 -2.186 -1.511 -1.505 -1.755 0.07
H -7.517 -4.107 3.011 -0.750 0.013 -0.265 0.08
H -7.634 -2.909 4.217 0.262 0.397 0.649 0.06
H -8.798 -2.749 2.956 -0.364 -0.748 -0.060 0.08
H -7.112 -0.586 3.676 0.514 0.301 -0.191 0.10
H -5.522 0.982 2.266 -0.173 -0.224 -0.053 0.09
H -5.698 2.055 -0.930 1.032 0.457 -0.077 0.13
H -4.752 4.400 -1.450 -0.220 0.183 0.018 0.10
H -3.230 6.174 -0.871 -0.223 0.170 0.109 0.06
H -2.036 5.955 0.441 -0.193 0.018 -0.233 0.07
H -1.682 5.446 -1.216 -0.298 -0.058 0.342 0.08
H -1.348 3.586 1.101 -0.895 -0.158 -0.350 0.12
H -1.570 2.751 3.168 0.083 -0.654 -0.034 0.12
H 0.002 0.865 4.382 -0.493 -0.268 -0.802 0.10
H -0.228 -1.398 2.739 -1.018 1.043 -0.078 0.12
H -6.566 -3.681 0.818 -0.374 0.298 -0.043 0.10
H -6.424 -4.337 -1.004 -0.033 0.210 -0.312 0.10
H -6.452 -4.146 -3.809 0.076 -0.288 0.219 0.08
H -5.545 -1.612 -4.295 0.335 -0.399 0.196 0.09
F -2.396 -3.646 -6.201 1.227 0.060 0.906 0.10
C -1.194 -3.408 -5.594 -0.042 -0.268 -0.838 -0.56
F -0.748 -2.225 -6.117 -0.124 -1.695 0.789 0.10
F -0.345 -4.442 -5.902 -1.095 1.531 -0.048 0.09
S -1.332 -3.318 -3.703 0.308 0.650 -0.083 0.60
O -2.247 -4.370 -3.289 1.086 1.232 -0.499 -0.28
O -1.666 -1.915 -3.453 -0.142 -1.321 -0.103 -0.44
N 0.217 -3.597 -3.409 -0.120 0.313 1.078 -0.32
S 1.098 -2.924 -2.249 0.523 -1.053 -0.324 0.64
O 2.153 -2.091 -2.816 -1.120 -0.678 0.900 -0.30
O 0.401 -2.471 -1.039 0.577 -0.304 -1.425 -0.44
C 2.089 -4.500 -1.596 0.269 0.122 -0.276 -0.57
F 2.527 -4.207 -0.357 -0.242 -0.067 -0.527 0.10
F 1.377 -5.651 -1.516 0.490 1.250 -0.299 0.11
F 3.196 -4.724 -2.366 -1.276 0.166 0.584 0.09
F 6.545 5.789 3.689 -1.502 -0.014 0.637 0.10
C 5.179 5.675 3.817 0.206 1.519 0.421 -0.46
F 4.851 5.408 5.149 0.836 0.310 -1.897 0.09
F 4.653 6.952 3.583 0.696 -1.887 0.193 0.08
C 4.657 4.603 2.910 -0.810 -0.579 -0.891 -0.11
C 3.263 4.415 2.793 -0.036 0.080 1.016 -0.01
C 2.758 3.210 2.336 -0.256 0.187 -1.531 -0.07
C 3.608 2.295 1.680 0.261 0.751 2.263 -0.40
C 4.980 2.470 1.835 0.250 0.240 -1.029 -0.10
C 5.512 3.649 2.295 0.077 1.140 2.030 0.00
P 2.904 0.898 0.878 -1.374 -1.126 -0.779 1.09
C 3.319 1.273 -0.861 0.834 -0.023 -1.123 -0.35
C 4.570 1.785 -1.318 -1.507 -0.403 -0.956 -0.04
C 4.823 1.873 -2.704 0.893 0.787 0.633 -0.01
C 3.840 1.583 -3.661 -0.225 0.127 1.310 -0.12
C 2.560 1.215 -3.185 0.527 -0.446 -0.579 0.02
C 2.353 0.940 -1.818 0.982 0.193 -0.813 -0.08
C 4.192 1.730 -5.122 -2.210 0.238 -1.399 -0.44
F 3.118 2.471 -5.749 2.139 -1.424 0.814 0.04
F 4.252 0.509 -5.798 0.139 2.165 1.052 0.10
F 5.324 2.428 -5.352 -0.905 -0.874 0.028 0.12
C 4.040 -0.452 1.267 1.194 -1.380 -0.185 -0.36
C 4.383 -0.705 2.617 -0.311 0.069 -0.291 -0.09
C 5.040 -1.865 2.982 0.225 -0.710 -0.218 -0.01
C 5.425 -2.837 2.029 -0.937 2.346 -0.494 -0.13
C 5.244 -2.527 0.675 -1.348 1.203 0.565 0.01
C 4.498 -1.389 0.289 0.003 0.546 0.862 -0.03
C 5.853 -4.160 2.461 0.793 -1.854 0.401 -0.47
F 7.211 -4.240 2.728 -1.480 -0.153 -0.218 0.10
F 5.206 -4.533 3.645 1.004 0.100 -1.930 0.09
F 5.589 -5.086 1.454 0.406 0.856 1.916 0.10
H 2.477 5.121 3.114 1.020 -0.084 0.293 0.13
H 1.660 3.073 2.388 0.806 -0.157 -0.337 0.11
H 5.670 1.696 1.525 -0.062 -0.043 -0.226 0.11
H 6.596 3.799 2.355 -0.498 -0.169 0.021 0.12
H 5.289 2.118 -0.591 0.336 0.013 -0.096 0.08
H 5.806 2.308 -3.029 -1.048 -0.712 0.300 0.13
H 1.731 1.062 -3.890 0.504 -0.166 0.279 0.13
H 1.517 0.313 -1.558 -0.544 0.429 0.234 0.09
H 4.050 -0.032 3.418 0.187 -0.153 -0.438 0.11
H 5.228 -2.061 4.034 -0.109 -0.005 -0.124 0.12
H 5.534 -3.158 -0.119 0.351 -0.927 -0.474 0.11
H 4.229 -1.244 -0.774 0.322 -0.111 0.701 0.11
```
Forces are in eV/Å.

Results
total charge = -1
orbital gap = 0.1825 Ha
E_HOMO = -3.77 eV
F_max = 3.70 eV Å⁻¹
relative energy (zero: lowest compared OMol25 entry of this formula, charge and spin) = 61.1 kcal per mole

=====

(2)
Entry from the Open Molecules 2025 dataset: a molecular structure, C43H30N4S4W (ωB97M-V/def2-TZVPD).

```
82
Properties=species:S:1:pos:R:3:forces:R:3:lowdin_charge:R:1
W -0.591 -0.255 -0.232 -0.044 1.600 0.992 1.11
S -2.217 1.807 -0.320 0.091 -0.524 -0.269 0.62
C -2.333 2.634 1.199 0.208 -0.248 -0.003 -0.65
C -3.222 3.713 1.307 0.028 -0.150 -0.072 -0.12
C -3.348 4.415 2.484 0.029 0.003 0.096 -0.09
C -2.576 4.082 3.592 0.000 0.058 0.073 -0.10
C -1.677 3.039 3.500 -0.041 0.042 0.086 -0.11
C -1.561 2.320 2.319 0.107 -0.347 -0.096 -0.52
S -0.319 1.041 2.249 0.291 0.239 -1.188 0.97
C 0.966 2.017 1.347 -0.412 0.116 0.625 -0.38
C 2.028 1.047 0.964 -0.626 -0.278 -0.367 -0.34
C 3.322 1.244 1.397 0.529 -0.318 -0.068 0.00
C 4.314 0.332 1.058 -0.720 -0.016 -0.247 -0.02
C 3.943 -0.737 0.257 0.259 0.337 0.352 -0.01
C 2.629 -0.894 -0.149 -0.610 0.363 0.087 -0.30
C 2.339 -2.032 -1.075 -0.362 -0.139 -0.591 -0.36
S 1.178 -1.528 -2.398 0.567 0.352 0.534 1.01
C 2.107 -0.123 -3.000 -0.137 -0.231 -0.005 -0.53
C 3.251 -0.350 -3.747 0.132 0.030 -0.108 -0.11
C 3.994 0.712 -4.224 0.137 -0.093 -0.049 -0.09
C 3.569 2.011 -3.976 -0.028 0.004 -0.048 -0.09
C 2.420 2.241 -3.254 0.012 -0.022 -0.026 -0.12
C 1.675 1.176 -2.737 -0.217 -0.389 0.297 -0.64
S 0.232 1.550 -1.834 -0.317 0.610 -0.317 0.60
N 1.632 -0.032 0.219 1.509 0.141 0.348 -0.03
H -3.802 3.976 0.436 -0.130 0.042 -0.062 0.10
H -4.052 5.232 2.549 -0.048 0.074 -0.030 0.10
H -2.672 4.641 4.510 0.001 0.027 0.103 0.10
H -1.051 2.775 4.337 0.052 -0.052 0.164 0.10
H 1.335 2.795 2.013 0.183 -0.033 -0.064 0.09
H 0.474 2.472 0.474 0.199 -0.225 0.187 0.02
H 3.549 2.111 1.996 -0.036 0.094 0.038 0.12
H 5.332 0.465 1.382 0.145 0.006 0.054 0.11
H 4.679 -1.462 -0.058 -0.014 -0.033 -0.089 0.12
H 1.869 -2.873 -0.565 0.086 -0.021 0.000 0.07
H 3.261 -2.377 -1.545 -0.044 0.071 0.146 0.09
H 3.547 -1.366 -3.957 0.104 -0.172 -0.066 0.10
H 4.891 0.533 -4.795 0.097 -0.036 -0.076 0.10
H 4.136 2.846 -4.360 0.066 0.096 -0.044 0.10
H 2.062 3.243 -3.075 0.038 0.108 0.049 0.10
N -3.613 -9.426 -3.758 -0.088 -0.224 -0.093 0.17
C -3.219 -8.457 -3.286 -0.188 -0.644 -0.254 -0.19
C -2.737 -7.257 -2.720 0.340 0.920 0.392 -0.23
C -3.632 -6.366 -2.124 0.049 -0.244 -0.117 0.00
C -3.178 -5.161 -1.636 0.180 0.109 0.112 -0.01
C -1.826 -4.829 -1.716 -0.167 -0.393 -0.170 -0.19
C -0.931 -5.738 -2.275 0.012 0.233 0.120 0.00
C -1.378 -6.940 -2.784 -0.209 -0.153 -0.021 -0.01
C -1.394 -3.489 -1.278 -0.230 0.849 -0.084 -0.04
C -1.894 -2.418 -2.033 0.396 -0.542 0.694 -0.27
C -2.666 -2.498 -3.212 -0.206 0.529 -0.293 0.01
C -2.929 -1.196 -3.613 -0.181 -0.875 -0.295 -0.04
C -2.314 -0.361 -2.694 0.548 -0.114 0.937 -0.16
N -1.676 -1.076 -1.734 -1.082 0.487 -1.399 -0.20
C -0.598 -3.383 -0.122 0.048 0.054 -0.135 -0.26
C -0.222 -4.425 0.748 0.009 0.184 0.156 0.00
C 0.444 -3.838 1.819 -0.069 -0.439 -0.080 -0.06
C 0.476 -2.476 1.573 -0.311 0.445 -0.769 -0.15
N -0.133 -2.182 0.395 0.455 -0.745 0.923 -0.17
H -4.679 -6.624 -2.064 -0.076 -0.015 -0.007 0.12
H -3.865 -4.459 -1.188 -0.075 0.063 0.024 0.13
H 0.115 -5.477 -2.338 0.099 0.014 -0.012 0.13
H -0.690 -7.633 -3.247 0.030 -0.027 -0.019 0.12
H -2.982 -3.399 -3.701 -0.013 -0.159 -0.078 0.11
H -3.488 -0.881 -4.474 -0.082 0.023 -0.095 0.10
H -2.312 0.720 -2.685 0.099 -0.135 0.029 0.05
H -0.447 -5.465 0.619 -0.048 -0.212 -0.062 0.11
H 0.847 -4.326 2.685 0.083 -0.128 0.119 0.10
H 0.911 -1.699 2.190 -0.120 -0.063 -0.117 0.11
C -2.195 -0.807 1.019 -0.107 0.206 0.449 -0.24
C -2.820 -1.042 2.036 0.119 0.026 -0.780 -0.11
C -3.502 -1.279 3.254 -0.058 -0.034 0.252 -0.26
C -3.317 -2.483 3.936 -0.056 0.036 0.018 -0.04
C -3.921 -2.679 5.162 -0.029 -0.081 0.092 -0.09
C -4.710 -1.686 5.719 -0.029 -0.011 0.080 -0.10
C -4.898 -0.489 5.045 -0.065 0.022 0.090 -0.09
C -4.298 -0.280 3.819 -0.017 -0.035 -0.016 -0.03
H -2.690 -3.247 3.499 0.033 -0.018 -0.050 0.11
H -3.773 -3.610 5.691 0.007 -0.085 0.051 0.10
H -5.174 -1.841 6.682 -0.055 -0.018 0.083 0.10
H -5.511 0.285 5.483 -0.051 0.073 0.030 0.10
H -4.429 0.654 3.291 0.018 0.037 -0.051 0.12
```
Forces are in eV/Å.

Results
orbital gap (alpha / beta) = 0.1917 / 0.1882 Ha
E_HOMO (alpha / beta) = -6.63 / -6.50 eV
F_max = 1.88 eV Å⁻¹
relative energy (zero: lowest compared OMol25 entry of this formula, charge and spin) = 19.3 kcal per mole